C27H14Br3F4INOPPt | ωB97M-V/def2-TZVPD

Output
- strongest force on any atom (eV Å⁻¹) = 0.9
- spin multiplicity = 3
- molar mass (g mol⁻¹) = 1037.08
- DFT total energy (eV) = -273397.180

Cartesian coordinates (Å):
Pt 1.3188 -0.0934 -0.1529
F -6.4985 -2.1002 0.4873
C -5.2919 -1.5599 0.3632
C -5.1227 -0.1983 0.5157
F -6.1721 0.5761 0.7811
C -3.8615 0.3539 0.3796
F -3.7951 1.6826 0.5066
C -2.7318 -0.4149 0.1072
P -1.0819 0.4211 -0.1201
C -1.1479 1.6142 1.2569
C -1.4476 1.1011 2.5189
C -1.4208 1.9209 3.6344
C -1.0858 3.2615 3.5018
C -0.7673 3.7710 2.2526
C -0.7900 2.9518 1.1331
C -1.4313 1.2566 -1.7033
C -2.1308 2.4517 -1.8384
C -2.3613 2.9813 -3.0998
C -1.9160 2.3138 -4.2311
C -1.2341 1.1122 -4.1022
C -0.9847 0.5908 -2.8439
C -2.9358 -1.7864 -0.0653
Br -1.5255 -2.9342 -0.5015
C -4.1952 -2.3469 0.0665
F -4.3883 -3.6551 -0.0934
H -1.7048 0.0535 2.6322
H -1.6593 1.5126 4.6076
H -1.0672 3.9040 4.3719
H -0.4939 4.8124 2.1444
H -0.5157 3.3555 0.1689
H -2.4967 2.9757 -0.9676
H -2.8938 3.9182 -3.1966
H -2.0972 2.7315 -5.2127
H -0.8827 0.5873 -4.9804
H -0.4256 -0.3332 -2.7426
Br 1.4791 -5.2308 -0.6984
C 2.8814 -4.0600 -0.2331
C 4.1721 -4.5935 -0.0801
C 5.2265 -3.7891 0.2393
Br 6.9479 -4.5570 0.4183
C 5.0392 -2.3985 0.4294
C 6.0574 -1.4740 0.7481
C 5.7512 -0.1526 0.9097
C 4.4202 0.2661 0.7546
N 3.4571 -0.5723 0.4576
C 3.7330 -1.8892 0.2852
C 2.6130 -2.7141 -0.0635
O 1.4239 -2.1868 -0.2001
H 4.3223 -5.6538 -0.2249
H 7.0746 -1.8245 0.8578
H 6.5132 0.5743 1.1517
H 4.1392 1.3048 0.8730
I 1.9844 2.1621 -1.2024

natural (NBO) population analysis, charges in e, atoms 1 to 8: 0.807, -0.276, 0.301, 0.259, -0.280, 0.404, -0.305, -0.419